1.
The following is a DFT calculation (ωB97M-V/def2-TZVPD) of a structure of composition C21H34Cs2F7NaO19PS at a distorted geometry.

Output
largest force on an atom = 7.50 eV/Å
spin multiplicity = 1
charge = -1
orbital gap = 0.99 eV
HOMO energy = -3.04 eV

Each line ends with the Mulliken charge.
Cartesian coordinates (Å):
F -0.003 0.960 -0.775  -0.224
C 0.740 -0.350 -0.865  0.417
F 0.014 -1.306 0.030  -0.236
F 0.646 -0.839 -2.260  -0.364
C 2.261 -0.047 -0.333  0.841
F 2.433 1.422 -0.055  -0.210
F 2.376 -0.705 1.022  -0.310
C 3.460 -0.689 -1.249  0.102
F 3.367 -2.190 -1.375  -0.376
F 4.739 -0.455 -0.479  -0.266
P 3.704 0.186 -2.951  0.038
H 2.669 1.156 -2.698  -0.329
H 2.805 -0.712 -3.634  -0.316
H 4.770 -0.785 -3.234  0.036
H 4.731 1.007 -2.328  -0.015
H 3.958 0.874 -4.218  0.077
Cs 1.484 -2.906 -2.622  1.053
C 4.404 -7.930 -3.342  0.635
O 4.727 -8.349 -2.241  -0.643
O 4.691 -8.465 -4.419  -0.916
O 3.740 -6.908 -3.549  -0.648
C -3.660 7.464 1.309  -0.819
O -2.719 6.625 1.956  -0.315
C -3.279 5.834 2.999  -0.333
C -2.871 4.360 2.884  -0.128
O -3.360 3.663 1.733  -0.532
C -2.834 4.053 0.459  -0.293
C -1.338 3.791 0.244  0.126
O -0.540 4.639 1.070  -0.340
C 0.524 3.963 1.719  -0.825
H -3.759 8.402 1.863  0.300
H -3.288 7.685 0.306  0.241
H -4.637 6.981 1.203  0.375
H -4.374 5.904 3.013  0.271
H -2.906 6.236 3.948  0.373
H -3.300 3.836 3.747  0.290
H -1.793 4.234 2.980  -0.029
H -3.091 5.091 0.242  0.048
H -3.381 3.450 -0.285  0.377
H -1.081 4.020 -0.796  0.223
H -1.125 2.731 0.424  0.032
H 0.234 2.961 2.050  0.371
H 0.803 4.541 2.605  0.282
H 1.387 3.905 1.051  0.288
C -3.191 3.848 -4.520  -1.212
C -3.008 4.543 -5.644  0.330
C -1.642 4.813 -6.173  0.756
O -1.507 5.439 -7.219  -0.678
C -0.493 4.314 -5.402  -0.850
C -0.676 3.622 -4.276  0.274
C -2.042 3.328 -3.762  1.091
O -2.178 2.674 -2.734  -0.688
O 0.400 3.152 -3.545  -0.733
O -4.083 5.037 -6.361  -0.594
H -4.178 3.642 -4.125  0.476
H 0.494 4.533 -5.789  0.478
H 0.008 2.683 -2.777  0.226
H -3.691 5.501 -7.132  0.342
C -5.463 3.531 5.653  -0.258
C -6.861 3.344 6.149  -0.400
O -7.079 4.493 6.945  -0.317
C -6.218 5.455 6.499  0.575
O -6.252 6.624 6.847  -0.553
O -5.317 4.938 5.615  -0.193
H -5.312 3.098 4.660  0.314
H -4.717 3.116 6.339  0.258
H -7.594 3.332 5.336  0.273
H -6.973 2.433 6.743  0.315
Cs -0.277 0.807 -4.303  1.263
Na 6.658 -8.492 -4.735  0.989
C 4.972 -9.995 1.624  -0.387
C 5.923 -9.026 0.927  -0.162
O 7.226 -9.566 1.136  -0.329
S 7.122 -11.193 1.190  1.028
O 7.458 -11.711 -0.117  -0.557
O 7.756 -11.651 2.405  -0.555
O 5.506 -11.295 1.378  -0.271
H 4.964 -9.830 2.706  0.235
H 3.952 -9.922 1.237  0.401
H 5.856 -8.013 1.333  0.282
H 5.737 -8.998 -0.152  0.297
O 2.291 -11.531 1.977  -0.964
H 3.135 -11.945 1.972  0.173
O -0.835 -10.489 1.500  -0.677
H 0.064 -10.630 1.833  0.374
H -1.264 -11.350 1.615  0.297

2.
The following is a DFT calculation (ωB97M-V/def2-TZVPD) of a cluster of 2 separate species, C21H34I2N2O5 in total at a distorted geometry.

Output
largest force on an atom = 1.77 eV/Å
spin multiplicity = 1
charge = 0
orbital gap = 9.05 eV
HOMO energy = -9.10 eV

Each line ends with the Mulliken charge.
Cartesian coordinates (Å):
C -5.441 -0.626 -2.885  -0.691
O -4.067 -0.394 -3.136  -0.368
C -3.360 -1.604 -3.282  -0.455
C -1.829 -1.399 -3.385  -0.581
C -1.383 0.066 -3.531  -0.701
C 0.103 0.178 -3.065  -0.785
C 0.127 0.433 -1.550  -0.300
C 1.558 0.467 -0.975  -0.876
C 1.661 1.420 0.243  -0.553
N 2.015 0.731 1.503  0.163
C 1.794 1.563 2.716  -0.827
C 2.231 3.007 2.593  0.308
C 3.444 3.386 3.122  -0.479
C 3.859 4.690 3.055  -0.762
C 3.096 5.661 2.455  1.088
C 3.553 7.100 2.331  -1.429
C 1.867 5.309 1.938  -0.876
C 1.475 3.997 2.012  -0.079
C 1.085 -0.361 1.631  0.097
O -0.118 -0.248 1.519  -0.496
O 1.685 -1.582 1.852  -0.193
C 1.150 -2.295 2.938  -0.644
I -0.580 -3.492 2.371  0.083
C 2.283 -3.192 3.452  -0.169
C 1.826 -4.302 4.409  -1.472
I 3.684 -1.964 4.569  0.083
H -5.572 -1.450 -2.174  0.274
H -5.874 0.273 -2.441  0.254
H -5.961 -0.866 -3.820  0.260
H -3.704 -2.141 -4.181  0.268
H -3.578 -2.279 -2.443  0.389
H -1.390 -1.799 -2.466  0.245
H -1.437 -1.950 -4.245  0.307
H -1.950 0.740 -2.883  0.391
H -1.512 0.426 -4.555  0.444
H 0.610 -0.755 -3.344  0.307
H 0.565 0.994 -3.633  0.432
H -0.499 -0.338 -1.090  0.150
H -0.370 1.398 -1.406  0.281
H 1.961 -0.534 -0.792  0.432
H 2.170 0.900 -1.776  0.449
H 2.433 2.158 0.020  0.443
H 0.705 1.945 0.355  0.296
H 0.754 1.560 3.074  0.377
H 2.408 1.124 3.512  0.362
H 4.093 2.676 3.627  0.379
H 4.813 4.991 3.480  0.364
H 2.772 7.736 1.916  0.325
H 3.957 7.485 3.270  0.364
H 4.382 7.102 1.610  0.297
H 1.205 6.033 1.476  0.298
H 0.499 3.730 1.611  0.323
H 0.856 -1.645 3.765  0.570
H 2.817 -3.662 2.626  0.395
H 2.711 -4.734 4.889  0.442
H 1.345 -5.131 3.891  0.444
H 1.212 -3.898 5.218  0.373
C -4.080 -5.595 -3.525  -0.699
N -5.247 -4.780 -3.958  0.820
O -5.952 -5.226 -4.837  -0.534
O -5.406 -3.717 -3.394  -0.448
H -4.061 -6.508 -4.109  0.313
H -3.186 -5.002 -3.699  0.239
H -4.206 -5.810 -2.468  0.291

3.
The following is a DFT calculation (ωB97M-V/def2-TZVPD) of a structure of composition C21H34I3NO2Ta at a distorted geometry.

Output
largest force on an atom = 3.08 eV/Å
spin multiplicity = 1
charge = -1
orbital gap = 7.22 eV
HOMO energy = -5.29 eV

Each line ends with the Mulliken charge.
Cartesian coordinates (Å):
C 4.609 2.052 1.821  -0.864
C 4.870 0.522 2.003  0.703
O 5.403 0.181 3.045  -0.599
N 4.490 -0.479 1.020  -0.072
C 3.549 -1.365 1.742  -0.772
C 3.875 0.177 -0.167  -0.076
C 3.560 -0.813 -1.361  -0.223
C 2.820 0.027 -2.481  -0.631
C 1.269 -0.262 -2.693  -0.992
Ta -0.044 -0.263 -0.776  0.783
C -1.558 1.036 -1.925  -0.609
C -3.043 0.615 -1.854  -0.203
O -3.448 -0.184 -2.694  -0.625
C -4.056 1.109 -0.772  0.395
C -5.208 0.351 -0.336  -0.113
C -6.113 0.836 0.719  -0.614
C -5.797 2.122 1.334  -0.343
C -4.658 2.901 0.891  -0.621
C -3.768 2.417 -0.154  -0.302
C -1.164 -0.022 1.252  -0.938
C -0.455 1.122 2.107  -0.295
C -0.711 2.574 1.557  -0.729
I -1.250 1.094 4.162  -0.133
C -1.079 -2.274 -1.295  -1.287
I -2.877 -2.556 -0.016  -0.052
C -0.165 -3.556 -0.926  -0.335
C -1.020 -4.908 -0.770  -1.267
I 1.357 -3.989 -2.398  -0.010
H 5.358 2.520 1.121  0.271
H 3.575 2.308 1.477  0.179
H 4.752 2.585 2.801  0.343
H 2.676 -0.811 2.204  0.139
H 3.130 -2.180 1.091  0.267
H 4.064 -1.879 2.593  0.355
H 2.977 0.764 0.156  -0.211
H 4.617 0.921 -0.578  0.331
H 4.564 -1.102 -1.793  0.327
H 3.038 -1.743 -1.045  -0.130
H 2.963 1.127 -2.331  0.254
H 3.324 -0.227 -3.462  0.378
H 1.065 -1.155 -3.350  0.323
H 0.884 0.622 -3.290  0.398
H 1.210 -1.257 0.181  -0.034
H 0.859 1.312 -0.315  -0.245
H -1.501 2.123 -1.617  0.423
H -1.277 1.032 -3.017  0.384
H -5.447 -0.641 -0.770  0.454
H -6.973 0.200 1.039  0.341
H -6.465 2.471 2.154  0.315
H -4.398 3.883 1.357  0.330
H -2.892 3.021 -0.465  0.483
H -2.245 0.238 1.144  0.382
H -0.965 -0.970 1.817  0.589
H 0.643 0.922 2.109  0.211
H 0.204 3.199 1.784  0.276
H -0.857 2.635 0.454  -0.020
H -1.566 3.107 2.051  0.398
H -1.456 -2.331 -2.354  0.765
H 0.221 -3.337 0.105  0.420
H -1.311 -5.117 0.284  0.330
H -0.303 -5.734 -1.058  0.472
H -1.857 -4.973 -1.507  0.324

4.
The following is a DFT calculation (ωB97M-V/def2-TZVPD) of an isolated molecule of C21H34N2O2S.

Output
largest force on an atom = 0.52 eV/Å
energy above the lowest of the compared OMol25 structures with the same formula, charge and spin = 11.49 kcal per mole
spin multiplicity = 1
charge = 0
orbital gap = 8.37 eV
HOMO energy = -7.73 eV

Each line ends with the Mulliken charge.
Cartesian coordinates (Å):
C 1.618 -0.718 5.839  -1.110
C 1.331 0.760 5.611  -0.339
H 0.782 1.170 6.461  0.410
H 2.274 1.303 5.535  0.262
C 0.495 0.976 4.348  -0.997
N 1.175 0.473 3.163  0.559
C 0.270 0.030 2.125  -1.200
H -0.516 -0.563 2.598  0.511
C 0.984 -0.863 1.101  -1.053
N 1.652 -0.128 0.053  0.778
C 2.723 0.666 0.297  0.782
O 3.286 1.289 -0.585  -0.684
C 3.186 0.749 1.737  -1.369
H 3.427 -0.242 2.122  0.302
H 4.097 1.349 1.728  0.439
C 2.160 1.413 2.661  -0.635
H 2.694 1.822 3.519  0.475
H 1.682 2.257 2.130  0.344
C 1.159 -0.230 -1.314  -0.792
C -0.272 0.305 -1.400  -1.255
H -0.322 1.292 -0.938  0.696
H -0.986 -0.371 -0.927  0.609
S -0.756 0.473 -3.154  -0.315
C -2.491 0.812 -3.068  0.795
C -3.207 0.695 -4.259  -0.504
C -4.556 0.954 -4.289  -0.734
C -5.233 1.335 -3.127  0.689
C -4.518 1.454 -1.943  -0.532
C -3.155 1.199 -1.916  -0.763
H -2.631 1.315 -0.981  0.333
H -5.003 1.750 -1.025  0.380
O -6.570 1.561 -3.263  -0.426
C -7.303 1.957 -2.131  -0.803
H -7.275 1.194 -1.346  0.326
H -8.329 2.082 -2.473  0.233
H -6.939 2.908 -1.727  0.330
H -5.119 0.867 -5.205  0.411
H -2.686 0.400 -5.156  0.388
H 1.803 0.434 -1.901  0.671
C 1.268 -1.652 -1.871  -1.423
H 0.574 -2.310 -1.341  0.236
H 0.955 -1.622 -2.916  0.821
C 2.679 -2.246 -1.788  1.076
C 3.674 -1.456 -2.634  -1.530
H 3.813 -0.453 -2.242  0.315
H 3.324 -1.385 -3.662  0.298
H 4.641 -1.954 -2.635  0.452
C 2.640 -3.704 -2.243  -1.677
H 2.317 -3.766 -3.280  0.337
H 1.950 -4.285 -1.633  0.413
H 3.627 -4.154 -2.164  0.424
H 3.011 -2.218 -0.744  0.107
H 0.247 -1.513 0.631  0.542
H 1.695 -1.498 1.640  0.404
H -0.208 0.877 1.598  0.358
H 0.240 2.044 4.247  0.304
H -0.440 0.422 4.464  0.458
H 0.692 -1.267 5.992  0.276
H 2.250 -0.857 6.712  0.370
H 2.122 -1.131 4.969  0.227

Question: Number 3 is which compound?
Answer: C21H34I3NO2Ta